C33H31BN21ORe | ωB97M-V/def2-TZVPD

Values from the calculation:
E_HOMO (spin up / spin down): -7.682 / -8.316 eV
Multiplicity: 3
Lowest unoccupied orbital energy (spin up / spin down): -1.0138 / -1.8120 eV
<S²>: 2.03
Gap between HOMO and LUMO (spin up / spin down): 0.2450 / 0.2390 Ha

Last column: Löwdin charge in e.
Geometry (Å):
Re  -0.765  1.659  0.581  1.6408
C  -4.070  3.291  2.990  -0.0268
C  -2.772  3.320  2.493  -0.1086
N  -2.594  2.341  1.610  -0.0902
N  -3.772  1.664  1.526  0.0390
C  -4.671  2.227  2.347  -0.0394
B  -3.838  0.561  0.447  -0.6419
N  -3.381  1.245  -0.884  0.0364
C  -4.114  1.612  -1.942  -0.0450
C  -3.314  2.330  -2.812  -0.0358
C  -2.071  2.380  -2.195  -0.1231
N  -2.125  1.728  -1.033  -0.1053
N  -2.815  -0.549  0.816  0.0403
C  -3.012  -1.845  1.097  -0.0333
C  -1.796  -2.420  1.418  -0.0198
C  -0.876  -1.385  1.309  -0.1321
N  -1.502  -0.265  0.954  -0.1120
N  -5.188  -0.073  0.225  -0.0238
C  -5.464  -0.988  -0.743  -0.1144
C  -6.773  -1.366  -0.602  -0.0567
C  -7.228  -0.619  0.502  -0.1439
N  -6.277  0.150  0.995  0.0785
H  -4.507  3.949  3.718  0.1021
H  -1.965  3.993  2.731  0.1104
H  -5.667  1.826  2.401  0.1035
H  -5.154  1.344  -2.006  0.1310
H  -3.597  2.762  -3.755  0.1060
H  -1.158  2.865  -2.496  0.0973
H  -3.998  -2.273  1.059  0.1287
H  -1.608  -3.441  1.695  0.1051
H  0.185  -1.373  1.497  0.1143
H  -4.709  -1.297  -1.448  0.1289
H  -7.321  -2.071  -1.201  0.0940
H  -8.207  -0.613  0.955  0.1032
N  0.862  4.121  2.475  0.1542
C  0.574  4.422  1.164  -0.4707
N  0.921  5.549  0.581  0.0515
N  0.450  5.435  -0.674  -0.0621
N  -0.145  4.316  -0.847  -0.0534
N  -0.097  3.627  0.328  -0.1309
C  0.586  2.926  3.083  -0.4919
N  0.833  2.666  4.348  0.0545
N  0.396  1.399  4.524  -0.0594
N  -0.087  0.916  3.447  -0.0424
N  0.027  1.871  2.477  -0.1570
H  1.369  4.809  3.007  0.1507
C  6.802  -2.788  2.868  -0.0546
C  5.733  -2.876  1.813  -0.2840
C  5.256  -1.739  1.171  -0.0401
C  4.294  -1.826  0.179  -0.0154
C  3.777  -3.063  -0.194  -0.2110
N  2.769  -3.065  -1.189  0.1459
C  2.234  -4.160  -1.799  -0.5098
O  2.619  -5.302  -1.648  0.0692
N  1.175  -3.925  -2.675  0.1349
C  0.333  -2.836  -2.912  -0.2104
C  -0.395  -2.821  -4.103  -0.0116
C  -1.313  -1.817  -4.328  -0.0537
C  -1.482  -0.838  -3.357  -0.1487
N  -0.788  -0.830  -2.227  0.0705
C  0.094  -1.802  -2.008  -0.1028
C  4.240  -4.214  0.436  -0.0075
C  5.206  -4.102  1.425  -0.0392
H  6.880  -1.778  3.267  0.0734
H  7.777  -3.060  2.459  0.0815
H  6.595  -3.466  3.697  0.0772
H  5.640  -0.765  1.448  0.1081
H  3.942  -0.924  -0.312  0.0910
H  2.504  -2.157  -1.532  0.1165
H  0.992  -4.752  -3.221  0.1457
H  -0.240  -3.606  -4.833  0.1177
H  -1.891  -1.791  -5.242  0.1063
H  -2.197  -0.035  -3.493  0.0845
H  0.589  -1.765  -1.045  0.0900
H  3.855  -5.179  0.155  0.0984
H  5.556  -5.006  1.909  0.1145
N  0.751  1.080  -0.158  -0.0950
C  2.043  1.349  -0.521  -0.3690
C  2.980  1.781  0.427  -0.0377
C  4.272  2.066  0.026  -0.0837
C  4.651  1.929  -1.304  -0.0888
C  3.723  1.489  -2.240  -0.0855
C  2.427  1.188  -1.858  -0.0481
H  2.682  1.877  1.463  0.1029
H  4.990  2.406  0.761  0.1085
H  5.660  2.166  -1.611  0.1025
H  4.010  1.380  -3.277  0.1053
H  1.689  0.851  -2.575  0.1016